Below is 9 unconnected molecules or ions with the total composition C52H38N4O37PS2, with properties calculated with ωB97M-V with the def2-TZVPD basis set.

For the orbital gap, the calculation gives 5.02 eV. The charge is -1. The HOMO energy is -5.08 eV. As for the total energy: -6144.9401 hartree. The value obtained for the LUMO energy is -0.0594 eV.

Each line ends with the Löwdin charge.
Geometry (Å):
O -3.817 -1.947 -3.490  0.04
C -0.001 2.092 3.405  -0.26
O -8.766 5.018 -1.891  0.10
H -6.566 3.687 -1.328  0.14
C 0.848 4.699 -1.429  -0.22
C 3.739 -5.231 1.582  -0.31
C -3.867 -3.222 -5.450  0.08
O -3.941 -4.267 -7.561  0.09
N -0.956 -0.037 0.136  0.10
H -4.090 0.188 -7.501  0.14
O 9.710 -1.200 2.657  0.11
O 0.138 -4.912 1.078  0.10
H 3.742 6.372 -0.328  0.13
H -10.226 5.054 -3.318  0.12
O 5.822 -1.253 6.237  0.11
O -4.023 0.291 -4.877  0.07
C -3.212 0.875 -0.989  -0.29
O -2.879 -4.260 2.159  0.09
N -2.164 0.582 -1.903  -0.41
C 2.091 2.210 4.609  -0.32
H -1.046 5.603 -1.801  0.13
C -8.288 4.132 -2.578  -0.32
H 5.491 -3.102 5.407  0.13
O -2.927 2.067 -0.186  -0.14
H -5.352 1.170 -3.555  0.09
H 7.510 0.753 6.005  0.13
C 2.673 -4.897 3.805  0.07
H 8.065 -3.233 2.930  0.14
C 6.739 -1.202 5.439  -0.31
H -4.021 -2.989 -9.141  0.12
C 1.843 7.254 -0.695  -0.24
C -3.886 -2.045 -4.800  -0.23
C -0.021 5.731 -1.484  0.07
H -4.110 1.105 -1.571  0.09
H -0.128 0.136 6.324  0.13
O 9.495 0.890 4.257  0.11
O 6.085 -3.382 4.683  0.10
C -9.014 3.758 -3.841  -0.24
O -6.842 1.247 -5.058  0.12
O 3.233 2.611 4.766  0.09
C 1.385 -4.815 3.144  -0.31
S 1.264 -0.650 1.647  0.74
C 1.531 1.280 5.651  -0.24
C -5.287 -3.635 4.697  0.07
O -4.050 -2.031 -8.950  0.11
H 5.601 -5.314 2.868  0.12
C 1.338 -4.978 1.645  -0.22
S -1.583 1.962 -2.736  0.96
C -4.462 -2.925 5.661  -0.31
H -3.829 -0.990 -3.285  0.09
C 2.452 -5.171 0.923  0.08
O 8.043 -0.232 -3.978  0.08
H 1.350 9.025 -0.523  0.11
H 2.431 -5.283 -0.152  0.14
O 3.628 2.622 -3.410  0.13
H -2.682 -1.865 0.446  0.02
C 2.275 4.898 -0.980  -0.28
C 8.810 -1.265 3.474  -0.32
H -1.965 1.708 -4.005  -0.12
C 8.626 -0.101 4.411  -0.24
C -3.301 -3.824 3.216  -0.30
H 4.715 3.424 -1.799  0.08
C 5.792 2.159 -2.638  -0.23
O -5.495 1.791 -2.807  0.08
C -4.749 -4.059 3.546  -0.23
O 0.340 -4.620 3.734  0.10
C -0.571 1.181 4.464  -0.32
O 6.095 -0.638 -5.712  0.10
N -2.780 -2.434 -0.395  -0.15
C -4.010 -1.932 -7.626  -0.23
O 4.797 -5.389 1.000  0.11
C 4.765 0.973 -4.644  0.09
H 2.691 -4.794 4.881  0.13
C -8.554 2.811 -4.666  0.07
C -2.488 -3.096 4.164  0.08
O -4.876 -2.525 6.734  0.10
H -1.454 -2.925 3.899  0.12
O 2.367 0.975 6.641  0.10
C -0.028 -0.471 0.770  -0.76
O -0.313 8.042 -1.124  0.08
O -1.718 0.797 4.343  0.10
C 7.050 0.460 -3.812  -0.33
O 2.991 3.918 -0.935  0.10
P -1.613 -2.046 -1.609  0.93
H -2.950 -1.817 6.956  0.12
O -0.313 -2.958 -1.176  -0.28
C 1.254 2.569 3.488  0.06
H 10.083 0.617 3.527  0.12
C -6.605 2.468 -3.070  -0.21
N -3.754 2.067 0.952  0.02
O 1.103 0.758 -1.791  -0.03
O -3.260 1.460 1.826  0.04
H 7.768 1.583 -2.099  0.13
C -4.034 -0.758 -6.982  0.08
C 5.898 0.272 -4.759  -0.24
H -3.796 -4.168 -4.932  0.13
C 7.651 -0.079 5.329  0.07
H -3.721 -2.331 -0.747  0.02
H -6.326 -3.800 4.947  0.13
O 4.990 -5.175 3.618  0.08
H -1.660 1.924 2.559  0.07
O -2.326 -2.001 6.229  0.11
O -5.441 -4.713 2.619  0.11
C 2.713 6.239 -0.632  0.07
C 6.926 1.448 -2.763  0.06
H -0.674 -3.717 -0.696  0.02
C -3.986 -0.736 -5.535  -0.28
C -7.071 3.420 -2.247  0.08
C 4.625 1.954 -3.577  -0.30
C 3.784 -5.094 3.081  -0.23
H 1.307 2.898 -1.639  0.10
H -9.069 2.536 -5.576  0.13
C 0.409 7.055 -1.115  -0.33
O 0.365 -0.927 -3.055  -0.04
H 6.992 -0.990 -5.557  0.11
O -10.135 4.436 -4.069  0.11
H 1.674 3.222 2.736  0.13
H 3.193 1.455 6.441  0.11
C -3.020 -2.670 5.317  -0.23
O 2.169 8.507 -0.393  0.10
O 0.516 3.475 -1.758  0.03
C -3.938 -3.246 -6.892  -0.32
C -7.320 2.109 -4.350  -0.30
C -1.069 -0.250 -1.344  -0.49
C 7.913 -2.398 3.598  0.08
C 0.273 -0.104 -2.123  -0.76
O -0.804 2.383 2.400  0.10
H 3.931 0.844 -5.319  0.14
O 5.626 3.072 -1.696  0.11
H -4.808 -4.898 1.897  0.12
C 0.283 0.803 5.579  0.07
C 6.937 -2.379 4.519  -0.22
H -3.456 0.042 -0.336  0.10
H -0.512 -4.762 1.796  0.10

Cartesian forces, eV/Å:
-0.8 0.2 -0.3
0.3 0.2 -0.2
-0.2 0.0 -0.1
0.0 0.0 0.0
-0.4 -0.1 -0.1
-0.3 0.0 -0.4
0.0 -0.1 -0.1
0.0 0.1 -0.3
0.5 -0.8 -0.8
0.0 0.0 0.0
0.1 0.2 0.1
-0.1 -0.1 0.6
0.0 0.0 0.0
0.0 0.0 0.0
-0.1 -0.2 0.0
-0.1 -0.1 0.2
-1.1 0.3 -0.9
-0.1 -0.3 0.0
0.9 -0.4 0.6
-0.1 0.2 -0.4
0.0 -0.1 0.0
0.3 -0.1 0.2
-0.1 -0.1 0.0
0.0 -0.1 0.0
0.3 0.1 -0.1
0.0 0.0 0.0
-0.1 0.0 0.0
0.0 0.0 0.0
0.2 0.4 0.0
0.0 0.0 0.0
0.3 -0.1 0.1
0.0 -0.3 0.1
0.0 0.2 0.0
0.4 0.0 0.4
0.0 0.0 0.0
0.1 -0.1 -0.2
0.6 1.0 0.5
-0.1 -0.1 -0.3
0.1 -0.1 0.1
0.1 -0.1 0.2
0.2 0.1 0.1
0.1 -0.6 0.3
-0.2 -0.2 0.2
0.0 0.0 0.1
0.0 -0.2 0.0
0.0 0.0 0.0
0.1 0.0 -0.5
-0.5 0.5 -0.6
-0.3 -0.1 -0.1
0.4 0.0 0.1
0.1 -0.1 0.0
-0.1 -0.1 -0.2
-0.1 0.0 0.0
0.0 0.1 0.0
0.1 0.3 0.0
-0.1 -0.3 0.2
0.1 0.3 0.1
-0.2 -0.4 -0.1
-0.2 -0.4 0.2
-0.1 0.2 0.2
0.4 0.2 0.2
-0.1 0.0 0.3
0.3 0.0 0.2
-0.6 -0.1 -0.7
-0.3 0.0 0.1
-0.3 -0.1 -0.1
0.2 -0.2 0.3
0.2 0.0 0.1
0.7 0.8 0.6
0.0 0.3 -0.1
0.2 0.0 0.2
0.0 0.1 0.0
0.0 0.0 0.0
0.1 -0.1 0.0
0.2 0.1 -0.1
0.2 0.1 0.1
0.0 0.0 0.1
0.1 0.1 -0.1
0.1 1.4 0.1
0.2 0.2 0.1
-0.1 0.1 -0.2
0.1 0.2 0.3
0.0 0.0 0.0
-0.3 -0.6 -2.6
0.0 0.0 0.0
-0.3 0.4 1.0
0.1 0.1 0.2
0.0 0.0 0.0
0.1 0.2 0.4
0.3 -0.1 0.0
-0.4 0.1 0.8
-0.7 0.0 0.1
0.0 0.0 0.0
0.0 0.2 0.1
-0.3 0.0 -0.1
0.0 0.0 0.0
-0.1 0.0 0.1
0.0 -0.2 -0.2
0.0 0.0 0.0
-0.5 -0.9 -0.6
0.5 0.0 -0.2
-0.2 -0.1 0.1
0.2 0.0 -0.1
0.1 -0.1 0.0
0.1 -0.1 -0.1
0.3 0.0 0.2
0.0 0.1 -0.4
-0.1 0.1 0.1
-0.1 -0.2 -0.2
-0.1 0.0 0.3
-0.4 -0.6 -0.1
0.0 0.0 0.0
-0.3 -0.4 -0.2
-0.6 0.0 0.2
0.0 0.0 0.0
0.0 0.1 0.2
0.0 0.0 -0.1
0.0 0.0 0.0
0.2 0.0 -0.2
-0.2 0.1 0.0
0.9 0.7 0.4
0.1 -0.2 0.4
-0.3 0.1 -0.2
-0.7 -0.7 1.4
0.1 0.0 -0.1
1.1 0.0 -0.9
-0.2 -0.1 0.4
0.0 -0.1 0.0
-0.2 0.0 -0.4
0.0 0.0 0.0
-0.1 0.0 0.0
0.1 -0.2 -0.2
0.5 -0.1 0.1
-0.1 0.1 -0.1